Entry 1:
# C2H6N2O

2 unconnected molecules or ions with the total composition C2H6N2O at a distorted geometry (the ωB97M-V functional and the def2-TZVPD basis, the Open Molecules 2025 dataset).

```
11
Properties=species:S:1:pos:R:3:nbo_charge:R:1
H 2.4496 -0.5608 1.8883 0.096
N -2.5615 0.8900 -0.8306 -0.825
N -1.4834 -1.1392 -0.5878 -0.698
H -1.1154 -1.7300 0.1593 0.333
H -1.9866 0.1571 1.0028 0.148
H 2.5952 -1.2759 0.1686 0.110
H -2.2949 1.8549 -0.6389 0.383
O 3.2445 0.6087 0.5118 -0.488
C -1.9320 -0.0624 -0.0642 0.271
C 2.7917 -0.4376 0.8490 0.281
H -2.7029 0.6922 -1.7986 0.390
```

Summary:
**Largest force on an atom**: 1.2 eV Å⁻¹
**Gap between HOMO and LUMO**: 0.380 hartree
**HOMO level**: -9.60 eV
**Energy above the lowest of the compared OMol25 structures with the same formula, charge and spin**: 197.1 kJ/mol
**Total charge**: 0

Entry 2:
# C5H6O2

A single C5H6O2 molecule (the ωB97M-V functional and the def2-TZVPD basis, the Open Molecules 2025 dataset).

```
13
Properties=species:S:1:pos:R:3:nbo_charge:R:1
C 1.8000 -0.3829 -0.8606 0.660
H 2.4975 -0.8954 -1.5227 0.178
H -0.6158 -1.9708 1.5286 0.209
C -1.1540 -1.2103 0.9480 -0.631
H 1.4457 0.9161 0.3813 0.535
H -1.8037 -0.6670 1.6443 0.234
C -0.8309 2.2195 -0.4182 -0.328
C -0.2127 -0.2145 0.3275 -0.160
C -0.6323 1.0351 -0.1464 -0.119
H -1.3102 3.0194 -0.9405 0.230
O 2.1697 0.7185 -0.3055 -0.612
O 0.6819 -0.9252 -0.6276 -0.390
H -1.8056 -1.7291 0.2262 0.194
```

Summary:
**Largest force on an atom**: 1.0 eV Å⁻¹
**Gap between HOMO and LUMO (spin up / spin down)**: 0.270 / 0.270 hartree
**HOMO level (spin up / spin down)**: -6.95 / -6.96 eV
**Energy above the lowest of the compared OMol25 structures with the same formula, charge and spin**: 448.9 kJ/mol
**Total charge**: 0